(1)
Density functional theory data (ωB97M-V with the def2-TZVPD basis set) for C19H37AlF3O4S as an isolated structure at a distorted geometry.

## Properties
F_max: 2.490 eV Å⁻¹
net charge: -1
orbital gap: 7.23 eV
highest occupied orbital energy: -4.874 eV

```
65
C19H37AlF3O4S, DFT ωB97M-V with the def2-TZVPD basis set
F -3.6659 4.2280 -0.3407
C 1.7797 -1.8406 -3.1769
H 5.1586 2.8936 -4.8124
H 2.4228 -1.6669 -2.3077
C 0.9158 -3.0635 -2.8896
H -5.4579 1.9645 2.7156
C 4.7074 1.1728 -3.5698
C 5.6909 2.0926 -4.2988
H 6.3649 2.5683 -3.5830
C -5.3544 1.6722 3.7562
F -4.2172 1.5646 0.9169
O -2.6465 -0.4067 5.5061
H -3.6972 3.0118 4.0626
F -3.4346 2.9539 -2.1042
H 2.7923 -2.9838 -4.7364
H 4.2469 0.4838 -5.5436
H 4.3779 -1.3592 -3.2579
H 0.0006 -4.0827 -1.2599
H 1.4971 -3.9750 -3.0790
H 1.1558 -0.9482 -3.2620
S -3.6726 0.2922 6.2112
H 0.0562 -3.1059 -3.5677
H -1.3532 0.7371 1.9877
H -3.0423 -0.2101 8.3902
H 2.8123 0.5679 -4.4697
C -0.6496 -2.0186 -1.1275
C 2.6523 -1.9423 -4.4441
H 4.0502 1.8062 -2.9708
C 3.8687 0.3093 -4.5346
H -0.5349 -1.1573 -1.7972
H 5.2578 0.5370 -2.8751
Al -0.7103 -1.5256 0.8432
H -1.1865 1.7692 -0.0874
H 2.1259 -1.4170 -5.2471
H -1.9646 0.4473 -0.9799
H 1.7543 -2.3444 1.5141
O -3.7807 1.7697 5.6569
C -3.4821 2.9672 -0.7620
C 1.1397 -1.4567 1.6931
H -1.6306 -2.4509 -1.3621
H -6.0873 2.2150 4.3559
C 1.9115 0.1888 -0.1614
H 2.7669 0.6826 -0.6159
C 2.0069 -0.2911 1.2429
H 6.3019 1.5210 -4.9986
H -1.5092 -2.7654 1.5629
O -4.9828 -0.2754 6.3246
H -3.8135 1.3964 8.2797
H 3.0203 -0.2481 1.6487
O 1.4236 0.9598 1.0281
H 1.0155 -1.2708 2.7690
C -3.2664 1.8716 -0.0140
C -1.9952 1.0395 -0.0594
H 1.3028 -2.9858 -0.8040
H -3.2160 1.3668 3.6802
H 4.7234 -1.6240 -4.9706
C -3.9481 1.9654 4.2241
H -2.7840 -0.1732 1.5547
H -5.5841 0.6106 3.8392
C -3.1001 0.7160 7.8229
H 0.9917 0.2227 -0.7305
C 3.9915 -1.2156 -4.2685
H -2.1190 1.1738 7.7354
C -1.8086 0.1504 1.1832
C 0.4112 -3.0851 -1.4356
```

Here are the Mulliken charges for atoms 1 to 6, given in e:
1. F -0.25
2. C 0.26
3. H 0.34
4. H 0.02
5. C -1.06
6. H 0.37

---

(2)
Density functional theory data (ωB97M-V with the def2-TZVPD basis set) for a 11-piece molecular cluster, C19H37BBr14N2O11 overall at a distorted geometry.

## Properties
F_max: 5.350 eV Å⁻¹
orbital gap: 8.10 eV
highest occupied orbital energy: -9.062 eV

```
84
C19H37BBr14N2O11, DFT ωB97M-V with the def2-TZVPD basis set
Br 3.1267 1.5178 5.1645
O 0.5774 -1.2751 -0.3308
C 4.4513 2.8646 1.1223
O -0.2694 0.1763 -2.1564
N -3.3591 -1.7411 1.3630
H -6.0507 -0.7139 -2.3784
Br 5.6380 4.0652 2.1897
C 0.9478 -3.9933 -2.1834
H -7.2246 -1.9771 -2.9178
O -1.9464 -1.3738 4.2992
Br -6.0143 -2.6614 -0.7569
C 0.6225 4.6482 -2.2865
H -6.5223 1.2400 -3.2079
O 1.7381 1.1331 1.9500
C 2.3763 -3.4853 -2.2194
Br 4.8636 -2.3762 3.4483
Br -6.0847 0.6829 -6.2309
C -6.2333 -1.7805 -2.5093
H 5.4729 -0.1903 2.1222
H -4.5039 2.3231 -5.1677
H -2.5913 -1.1570 1.6620
O -1.6135 -0.0428 -0.3115
Br -4.9928 2.7891 -2.1285
H 0.3252 5.6519 -2.5903
C -1.5768 0.0017 -2.5833
H 0.4343 2.2832 4.0603
H 0.5057 2.6554 -2.7968
H 2.3447 -1.6232 3.5705
C 5.3781 2.2232 0.0311
H 0.6573 -3.8851 -1.1384
H -4.1829 -1.9545 -3.1520
H 2.4895 -2.5663 -1.6442
H 0.7975 -1.8196 3.8903
C -1.6291 -2.5146 3.9075
H 2.9890 -4.2151 -1.6903
Br 2.6428 4.7162 -2.1837
H -4.1409 -1.4889 1.9505
H -3.6289 -1.7580 0.3898
H 4.9457 1.3265 -0.4129
C 1.2119 -0.9887 0.7648
O 1.7749 -1.7825 1.5193
O 0.4975 1.0672 -0.0024
H 1.4101 -0.3564 4.0761
H 0.0777 3.6425 5.0769
H 0.1838 -3.3663 -2.6430
O -0.4270 -2.6977 3.3381
C -2.3806 -0.0341 -1.2915
N 1.6220 -1.3342 4.2141
H 2.3794 3.8864 4.9642
Br 6.2407 -1.2630 -0.7629
B -0.2479 -0.0660 -0.6961
C -5.1534 -2.2495 -3.5509
C 0.1179 3.6015 -3.1745
O -2.0390 -0.0156 -3.7288
H 4.8879 -2.8145 0.6847
O -3.5806 -0.2249 -1.2465
Br 3.0491 -3.2466 -4.1430
C -6.0149 2.0842 -3.6749
H 6.3064 1.9289 0.5208
Br 5.7770 3.5750 -1.3743
Br -1.9121 3.6273 -3.5358
C 0.5475 2.6589 5.0772
Br 0.7328 -5.8546 -2.8659
H -5.2857 -1.9260 -4.5834
H -3.0732 -2.6873 1.5705
C 1.9444 3.0680 5.5378
H 4.0644 2.2515 1.9363
H 3.6347 3.4787 0.7426
O -2.4466 -3.4189 3.8326
H -6.6771 2.8692 -4.0399
H 1.8103 -1.6631 5.1503
H -4.3833 0.7503 -4.3532
C 1.2953 0.5410 0.9611
H 0.4617 3.7711 -4.1948
H 0.2191 4.5957 -1.2753
C 5.6880 -1.2566 2.0524
H 6.7488 -1.4367 2.2267
C 5.0661 -1.7407 0.7422
H 4.2090 -1.0860 0.5843
H 2.1341 3.3572 6.5715
Br -0.3721 1.4022 6.2827
Br -5.2295 -4.2262 -3.8253
H -0.5543 -3.6260 3.1292
C -5.0747 1.5001 -4.7375
```

Here are the Mulliken charges for atoms 1 to 6, given in e:
1. Br -0.16
2. O -0.09
3. C -0.14
4. O -0.50
5. N -0.11
6. H -0.19

---

(3)
Density functional theory data (ωB97M-V with the def2-TZVPD basis set) for a 3-piece molecular cluster, C19H37Cl3N2O2 overall at a distorted geometry.

## Properties
F_max: 3.629 eV Å⁻¹
relative energy (zero: lowest compared OMol25 entry of this formula, charge and spin): 63.6 kJ/mol
orbital gap (spin up / spin down): 8.58 / 10.02 eV
highest occupied orbital energy (spin up / spin down): -7.938 / -9.402 eV
multiplicity: 3

```
63
C19H37Cl3N2O2, DFT ωB97M-V with the def2-TZVPD basis set
N -4.3068 -4.7614 2.2729
H -6.5495 -5.9643 3.0342
H -2.4893 2.6618 1.2139
C 6.9033 5.9479 -2.9611
Cl -2.8539 2.1502 -1.0034
H -6.4832 -4.4002 0.6815
C 6.4948 4.8994 -0.7962
H 2.8218 5.8083 -0.5680
H 2.5240 2.3880 -1.6050
H -4.1221 -6.7855 4.4113
H 4.9394 5.3922 0.6762
H -3.9556 -8.1183 3.2268
H 7.3816 5.4222 -0.4320
H 4.0733 2.0645 -2.4913
H -5.8467 -3.0032 -0.2431
H -2.5902 -2.9001 1.3249
H -3.7786 -2.1521 2.2813
H -2.8060 -7.1189 1.0963
H 5.2537 7.8018 -2.1520
H -6.5511 -6.5411 1.3294
H 7.6038 5.1163 -3.0672
H 7.5536 6.7435 -2.5924
H 6.5345 6.2070 -3.9514
C 2.5377 4.9446 -1.1594
H -4.2928 -4.2107 -1.0491
C -3.9362 -7.0437 3.3660
H -2.8945 -6.6885 3.3401
C 5.3285 7.0475 -1.3705
H -4.3839 -7.7148 0.8381
H 3.7749 3.2473 0.4477
H 4.9821 2.6662 -0.5892
H 5.9302 3.9874 1.1301
C 3.3108 2.7977 -2.2382
C 5.4977 4.5358 0.2922
H 4.3882 6.9544 -0.8335
C -5.8947 -3.4831 0.7327
Cl -0.2966 2.6409 0.3394
H 6.9440 4.0102 -1.2504
O -4.5981 -4.2083 3.3792
O 4.2427 5.2441 -3.5879
H -6.3418 -2.7857 1.4378
H -2.7685 -4.3031 -0.4304
C -3.7851 -4.5746 -0.1444
H -6.1265 -7.6236 2.6575
C -3.6477 -2.6097 1.3019
C -4.4489 -3.8858 1.0695
C -6.0536 -6.5990 2.2993
C 3.7639 4.1304 -1.6082
C -4.0625 -6.0780 -0.3060
C 5.7820 5.6923 -1.9359
C 4.4562 3.5908 -0.3327
Cl -2.0492 0.3354 1.0100
C -1.9555 2.0237 0.5215
H -5.0553 -6.2313 -0.7328
H 2.0125 5.2768 -2.0593
N 4.6865 4.8647 -2.4755
C -3.8381 -6.7791 1.0336
H -3.7113 -1.8886 0.4898
H 1.8302 4.2611 -0.6945
H -3.3722 -6.5477 -1.0085
H 2.8123 2.9612 -3.2012
C -4.5612 -6.2016 2.2547
H 6.0429 7.3867 -0.6190
```

Here are the Mulliken charges for atoms 1 to 6, given in e:
1. N 0.54
2. H 0.39
3. H 0.30
4. C -1.72
5. Cl -0.15
6. H 0.34

---

(4)
Density functional theory data (ωB97M-V with the def2-TZVPD basis set) for C19H37F6N4O5S4Ti as an isolated structure at a distorted geometry.

## Properties
F_max: 1.392 eV Å⁻¹
relative energy (zero: lowest compared OMol25 entry of this formula, charge and spin): 22.2 kJ/mol
net charge: +1
orbital gap (spin up / spin down): 7.26 / 10.22 eV
highest occupied orbital energy (spin up / spin down): -9.399 / -12.380 eV
multiplicity: 3

```
76
C19H37F6N4O5S4Ti, DFT ωB97M-V with the def2-TZVPD basis set
H -2.5683 0.3855 3.6463
C 1.6108 -1.1015 3.5759
H 2.8526 1.2858 2.8686
C -3.5763 2.8586 0.4000
H 2.4444 -4.1555 -1.9965
C -0.2330 -4.3197 -1.2957
H 0.9873 -0.2053 3.6394
H -1.2982 -4.2597 -1.5200
H 1.1882 -2.0054 1.6398
S -1.2201 2.9845 -3.1886
S 1.3737 2.3982 -2.4021
H -4.2371 3.2081 1.1955
S 2.0263 0.0563 1.0504
H -2.5743 2.8491 3.3271
H -3.5041 -1.4206 2.0003
C 0.8897 -2.2812 4.2150
H -1.0520 -0.4405 2.1342
H 2.5277 -0.8802 4.1248
H -4.7372 1.0504 0.6236
H 0.6549 -2.0812 5.2597
H 2.9032 -1.8994 1.9870
H 0.9494 -2.3530 -3.9124
C 1.5860 0.8949 -3.4334
O 0.8411 1.9090 -1.1383
H 1.4911 -3.1910 4.1817
H -3.6240 0.8677 2.3451
N 0.3282 3.2533 -3.1723
H -0.1013 -4.3387 -0.2129
O 2.6588 3.0026 -2.3744
O -1.7229 2.5343 -4.4418
C 5.2163 0.1896 0.5098
H 3.2279 1.9917 1.2943
C -2.5765 0.8146 2.6389
F 0.4138 0.2647 -3.5791
N -3.1181 0.4894 -0.5782
H -4.7682 1.7317 -0.9777
H 0.6867 -4.1020 -3.8563
F -1.4438 5.4557 -3.9738
F 2.0462 1.2348 -4.6242
H 2.1767 -3.2790 -0.4879
C 0.0183 -1.8921 -1.3879
C -1.9903 2.2137 2.6601
H 6.2422 -0.1686 0.5814
C -1.8247 4.7020 -2.9580
C 0.5442 -3.1612 -1.9308
H 0.1440 -5.2596 -1.6996
H 5.2815 1.1626 2.4324
N -0.3256 -0.8800 -0.9574
C -3.4233 -0.8748 -0.1159
H -0.6871 -2.9977 -3.7286
C 2.0323 -3.2408 -1.5688
O 0.7205 0.8132 1.3327
O -1.7283 2.2931 -1.9978
H 2.5851 -2.3920 -1.9687
C -2.7489 -1.1936 1.2433
H 4.6457 -0.5647 -0.0373
C -4.1085 1.5130 -0.1368
H 4.6461 -0.4551 2.4990
H -0.0506 -2.4941 3.6983
H -3.6124 3.6138 -0.3832
C 1.9504 -1.3773 2.1135
H -0.9617 2.2017 3.0256
N -1.8900 -0.0855 1.6881
F -3.1590 4.6675 -2.9016
C 4.6447 0.4571 1.8957
F 2.4439 0.0497 -2.8531
C 0.3575 -3.1436 -3.4542
Ti -0.8948 0.9308 -0.1891
H 5.2169 1.0958 -0.0980
S -1.8803 2.9733 1.0275
C 3.2463 1.0657 1.8746
H -4.5027 -1.0336 -0.0518
H -3.0460 -1.5584 -0.8748
H -2.1306 -2.0854 1.1406
F -1.3672 5.2132 -1.8201
H -3.1134 0.4952 -1.5916
```

Here are the Mulliken charges for atoms 1 to 6, given in e:
1. H 0.45
2. C -0.42
3. H 0.39
4. C -0.72
5. H 0.49
6. C -1.69